DFT (ωB97M-V/def2-TZVPD) results for a cluster of 6 separate species, CH12O6 in total.

XYZ file:
```
19
Properties=species:S:1:pos:R:3:mulliken_charge:R:1
O -0.667 2.518 -1.459 -0.663
O 0.545 -0.507 1.782 -0.574
O 1.123 0.448 -1.945 -0.689
O -1.361 -3.229 0.860 -0.031
O -1.307 1.633 1.344 -0.636
O 2.793 0.272 0.288 -0.747
C -1.610 -3.472 -0.285 0.146
H 1.281 -0.236 1.161 0.435
H 0.508 -0.074 -1.364 0.238
H 2.377 0.479 -0.578 0.430
H -0.542 1.005 1.657 0.407
H 0.489 -1.454 1.684 0.311
H -0.787 3.453 -1.313 0.328
H -2.483 -4.048 -0.665 0.332
H -1.062 2.233 -0.627 0.328
H -2.034 1.324 1.961 0.330
H -1.121 -2.784 -1.060 0.268
H 0.694 1.288 -1.925 0.449
H 3.164 1.151 0.485 0.339
```

Properties
net charge: +1
spin multiplicity: 2
⟨S²⟩: 0.758
energy relative to the best compared isomer or geometry (same formula, charge and spin): 0.329 eV
lowest unoccupied orbital energy (alpha / beta): -6.61 / -11.11 eV
HOMO-LUMO gap (alpha / beta): 7.94 / 3.38 eV